[1]
ORCA calculation (wB97M-V/def2-TZVPD) on C6H14N2O in the gas phase in a non-equilibrium geometry.

Each line ends with the Löwdin charge.
Cartesian coordinates (Å):
H  0.84747  -1.42734  2.75399  0.09
C  0.29583  -0.49631  -2.01026  -0.06
H  2.15917  0.29506  1.86149  0.12
O  2.43654  -1.07515  0.32101  -0.11
H  -0.83085  -1.64217  2.22766  0.09
C  -0.86587  1.61027  -1.72269  -0.09
C  -1.88571  0.26241  0.56419  0.06
H  -0.22996  2.04858  -2.49397  0.08
H  -2.19995  0.10323  1.57887  0.04
H  -1.80121  1.26977  -2.19947  0.09
C  -0.62342  0.08632  0.15758  -0.37
H  0.97337  -1.18407  -1.51308  0.07
C  1.77544  0.02898  0.86237  -0.25
N  -0.13833  0.53597  -1.08189  -0.22
H  -1.10102  2.38374  -0.99001  0.09
H  -0.55417  -1.05279  -2.42667  0.09
H  -2.62787  0.68792  -0.08771  0.05
H  0.83558  -0.02095  -2.83049  0.09
H  1.66337  -1.74807  0.66558  0.16
H  1.80888  0.85332  0.14512  0.12
N  0.38278  -0.49035  0.97004  -0.15
C  -0.00695  -0.93038  2.30137  -0.08
H  -0.31311  -0.09799  2.94698  0.09

Highest occupied orbital energy ... -0.2999 Eh
SMILES string ... C=C(N(C)C)N(C)CO

[2]
ORCA calculation (wB97M-V/def2-TZVPD) on 2 unconnected molecules or ions with the total composition C6H14N2O in a non-equilibrium geometry.

Each line ends with the Löwdin charge.
Cartesian coordinates (Å):
C  0.49754  0.60036  -0.84612  -0.39
N  -1.93055  -1.42226  1.23680  0.14
C  -0.93643  -0.51807  1.58251  -0.67
H  2.60636  0.82444  -0.61212  0.09
C  1.69010  1.10891  -0.09186  -0.06
O  -0.01631  -0.80204  2.33034  0.03
H  -1.18339  1.16410  -2.05312  0.07
H  -1.73460  -2.38231  1.47047  0.10
N  -1.33126  0.81940  1.41223  0.14
H  -2.14310  1.01366  0.84777  0.09
H  1.44991  -1.68121  0.54585  0.06
H  -0.59788  2.43988  -0.98220  0.07
C  -0.29005  1.61245  -1.62271  -0.08
H  0.32978  2.03179  -2.41764  0.08
H  -0.59342  -1.03953  -1.54922  0.10
H  -0.66379  1.49589  1.74893  0.11
C  0.22910  -0.71990  -0.92124  -0.17
H  -2.89602  -1.13454  1.25525  0.09
C  1.20137  -1.78379  -0.50982  -0.10
H  0.77001  -2.77079  -0.65824  0.07
H  1.66987  2.19312  -0.00550  0.07
H  1.73278  0.66250  0.90130  0.07
H  2.14001  -1.71204  -1.06167  0.08

Highest occupied orbital energy ... -0.3084 Eh
SMILES string ... CC=C(C)C.NC(N)=O

[3]
ORCA calculation (wB97M-V/def2-TZVPD) on 2 unconnected molecules or ions with the total composition C6H14N2O2 in a non-equilibrium geometry.

Each line ends with the Löwdin charge.
Cartesian coordinates (Å):
H  -2.74651  0.05239  0.36403  0.08
H  -0.87311  0.92506  -1.75389  0.13
O  -1.04036  1.47765  1.31222  0.04
H  -3.19446  0.72263  -1.22864  0.08
N  -1.15533  0.71137  -0.81079  0.01
C  0.26940  2.60573  -0.33347  -0.01
H  2.34527  0.57855  0.16819  0.06
C  -2.47823  0.11449  -0.67473  -0.07
H  -0.13382  3.24740  -1.12919  0.09
O  1.16776  -1.99020  -1.19525  0.05
C  -0.71260  1.58066  0.14454  -0.56
H  -0.22214  -3.23852  1.15414  0.09
C  2.66878  -0.43545  -0.04250  0.00
H  3.36165  -0.84353  0.67777  0.08
C  1.45534  -1.33755  -0.21570  -0.56
H  1.10022  2.17145  -0.83156  0.06
H  -1.20949  -1.99362  0.29833  0.05
H  -1.00027  -1.97190  1.98144  0.09
H  -2.51938  -0.90127  -1.07182  0.08
H  0.57842  3.29844  0.44125  0.09
H  0.88389  -0.85448  1.76581  0.13
H  3.25230  -0.44306  -0.97012  0.08
C  -0.46546  -2.17733  1.05689  -0.08
N  0.66813  -1.29891  0.89305  0.00

Highest occupied orbital energy ... -0.3477 Eh
SMILES string ... CNC(C)=O.CNC(C)=O

[4]
ORCA calculation (wB97M-V/def2-TZVPD) on 2 unconnected molecules or ions with the total composition C6H14N2O2.

Each line ends with the Löwdin charge.
Cartesian coordinates (Å):
C  0.71408  0.38483  1.63938  -0.55
H  1.14533  3.47118  0.51016  0.08
H  1.20854  0.60342  -1.82056  0.07
H  2.05333  -1.14028  2.36380  0.09
O  -1.45202  0.23633  -2.21567  0.05
H  -0.20950  -1.94391  -0.38477  0.09
O  -0.30051  0.52808  2.28615  0.06
C  1.04165  2.76153  1.33224  -0.08
H  1.43966  -1.21394  -1.68816  0.07
C  0.85564  -0.38726  -2.09173  -0.01
H  2.17680  1.25883  0.49266  0.12
C  1.42358  -0.94328  1.49181  0.00
H  0.70040  -1.73949  1.32540  0.06
H  -2.62397  -2.81697  -0.89566  0.08
H  1.97856  -0.99140  0.54404  0.06
C  -0.60987  -0.50905  -1.75925  -0.55
N  1.25614  1.40493  0.88337  0.00
H  0.95592  -0.42669  -3.16900  0.08
C  -2.29537  -1.82422  -0.58144  -0.07
H  1.76111  3.03204  2.10145  0.08
N  -0.92405  -1.60904  -1.00412  0.01
H  -2.92536  -1.08914  -1.07133  0.08
H  0.05055  2.85606  1.75023  0.08
H  -2.40118  -1.71431  0.49750  0.08

Highest occupied orbital energy ... -0.3531 Eh
SMILES string ... CNC(C)=O.CNC(C)=O

In order of appearance, energy = -421.69429 -421.76535 -497.02765 -497.02892 Eh.
In order of appearance, energy above the lowest of the compared OMol25 structures with the same formula, charge and spin = 66.51 21.92 18.75 17.95 kcal per mole.
In order of appearance, LUMO level = 0.03337 0.02841 0.02825 0.02273 hartree.